Record 1
ORCA calculation (the ωB97M-V functional and the def2-TZVPD basis) on C5H6O in the gas phase.

ΔE to the lowest compared entry with this formula, charge and spin = 175.3 kJ/mol
strongest force on any atom = 0.011 hartree/bohr
HOMO energy = -9.9 eV
electronic energy = -269.27947 hartree
total charge = 0
spin multiplicity = 1
orbital gap = 10.79 eV

Cartesian coordinates (Å):
C: -0.4220 -1.3628 0.3949
C: -0.2200 0.1522 0.4016
C: 1.1920 0.5230 0.8524
O: 1.9789 -0.2742 1.2956
C: -0.5000 0.8090 -0.8822
C: -0.7101 1.3868 -1.9178
H: -1.4487 -1.6168 0.1198
H: 0.2616 -1.8372 -0.3141
H: -0.2055 -1.7650 1.3879
H: -0.8931 0.6087 1.1452
H: 1.4475 1.5979 0.7553
H: -0.9109 1.8990 -2.8336

These are the natural (NBO) partial charges, in e, on atoms 1 to 5: -0.591, -0.409, 0.462, -0.506, 0.001

***

Record 2
ORCA calculation (the ωB97M-V functional and the def2-TZVPD basis) on 2 unconnected molecules or ions with the total composition C2H7PS2.

ΔE to the lowest compared entry with this formula, charge and spin = 277.5 kJ/mol
strongest force on any atom = 0.098 hartree/bohr
HOMO energy (spin up / spin down) = -7.8 / -7.9 eV
electronic energy = -1218.02932 hartree
total charge = 0
spin multiplicity = 1
orbital gap (spin up / spin down) = 6.55 / 6.77 eV

Cartesian coordinates (Å):
C: -1.2300 0.7913 0.4412
C: -1.5160 -0.4898 -0.1078
P: 1.8678 -0.9594 -0.6537
S: 2.1467 1.0256 0.2043
S: 0.6479 -1.8989 0.6179
H: -0.2717 1.0298 0.6796
H: -1.4062 1.5234 -0.3611
H: -1.8033 1.0426 1.3361
H: -1.1684 -0.7968 -1.1647
H: -2.1426 -1.2214 0.4579
H: 3.0798 -1.5196 -0.3200
H: 1.7959 1.4734 -1.1297

These are the natural (NBO) partial charges, in e, on atoms 1 to 5: -0.756, -0.103, 0.295, -0.375, -0.417

***

Record 3
ORCA calculation (the ωB97M-V functional and the def2-TZVPD basis) on C6H6ClNO3 in the gas phase.

ΔE to the lowest compared entry with this formula, charge and spin = 239.9 kJ/mol
strongest force on any atom = 0.099 hartree/bohr
HOMO energy = -9.5 eV
electronic energy = -972.77627 hartree
total charge = 0
spin multiplicity = 1
orbital gap = 9.37 eV

Cartesian coordinates (Å):
C: 0.9186 0.8092 1.4572
C: 2.7884 -0.1949 1.1739
C: -1.1439 -0.2385 1.0058
C: -0.5753 0.1886 -2.3542
C: -1.5744 -0.0195 -1.2769
C: -0.0349 0.0517 1.9554
N: 2.0310 1.1498 1.1477
O: 3.1035 -0.7742 2.2310
O: -2.1405 -0.8785 1.2504
O: -0.9981 0.6103 -0.0441
Cl: -0.3046 -0.2168 3.5922
H: 3.0842 -0.7513 0.1149
H: -1.0510 0.3507 -3.2656
H: -0.0405 1.0488 -2.1055
H: 0.2994 -0.6482 -2.4517
H: -1.9220 -1.0708 -0.8910
H: -2.4398 0.5835 -1.5396

These are the natural (NBO) partial charges, in e, on atoms 1 to 5: 0.460, 0.518, 0.763, -0.628, -0.092

***

Record 4
ORCA calculation (the ωB97M-V functional and the def2-TZVPD basis) on C4H4OS2 in the gas phase.

ΔE to the lowest compared entry with this formula, charge and spin = 311.7 kJ/mol
strongest force on any atom = 0.062 hartree/bohr
HOMO energy = -9.1 eV
electronic energy = -1026.29586 hartree
total charge = 0
spin multiplicity = 1
orbital gap = 8.74 eV

Cartesian coordinates (Å):
C: -0.3241 -0.3396 -0.0364
C: -1.6611 0.0485 0.3938
C: 0.4206 -1.3200 0.7572
C: 0.5981 0.8096 -0.6680
O: -0.1162 -1.6120 -0.5161
S: -2.0289 1.6250 0.1000
S: -0.2760 2.3816 -0.8719
H: 1.4302 -1.0443 0.9559
H: -0.1997 -1.8286 1.5458
H: 1.3902 0.8169 0.0013
H: 0.7669 0.4629 -1.6617

These are the natural (NBO) partial charges, in e, on atoms 1 to 5: 0.069, -0.240, -0.083, -0.570, -0.433

***

Record 5
ORCA calculation (the ωB97M-V functional and the def2-TZVPD basis) on a molecular structure, C18H48FeO22PS6.

strongest force on any atom = 0.171 hartree/bohr
HOMO energy (spin up / spin down) = -6.6 / -6.3 eV
electronic energy = -6363.92525 hartree
total charge = 0
spin multiplicity = 6
orbital gap (spin up / spin down) = 6.60 / 6.23 eV

Cartesian coordinates (Å):
Fe: 1.2052 -7.9806 -25.0783
P: 2.1975 -6.1760 -26.2498
O: 2.1857 -6.3365 -24.7015
O: 0.7470 -6.6422 -26.2930
O: 2.6328 -7.6226 -26.2514
O: 2.7635 -4.8122 -26.7622
O: 3.6609 -9.2549 -21.3288
S: 2.2877 -8.9145 -21.6909
O: 1.9220 -8.5037 -23.0328
O: 1.3762 -10.1866 -21.2916
C: 1.7041 -10.8591 -20.0492
C: 0.4230 -11.0847 -19.2681
C: 1.5768 -7.7673 -20.4474
H: 2.4267 -10.3030 -19.4519
H: 2.1153 -11.8472 -20.2558
H: 0.0434 -10.2684 -18.6537
H: 0.6722 -11.9211 -18.6151
H: -0.3566 -11.5338 -19.8835
H: 0.5989 -7.5153 -20.8575
H: 2.2385 -6.9093 -20.3284
H: 1.4881 -8.3184 -19.5112
O: 2.1136 -9.9854 -25.1139
S: 3.0387 -11.0992 -25.2571
O: 4.4724 -10.9091 -25.5578
O: 2.8669 -11.9742 -23.8709
C: 3.8566 -12.9638 -23.5728
C: 4.8365 -12.3849 -22.5914
C: 2.2771 -12.2770 -26.5295
H: 4.3209 -13.2993 -24.5002
H: 3.3837 -13.8405 -23.1303
H: 5.4871 -11.6808 -23.1101
H: 5.4746 -13.2031 -22.2577
H: 4.3544 -11.8178 -21.7951
H: 2.3486 -11.8387 -27.5250
H: 1.2271 -12.4123 -26.2701
H: 2.8368 -13.2123 -26.5287
O: -3.1643 -5.7414 -25.5530
S: -2.9668 -7.2057 -25.7363
O: -1.6295 -7.7405 -25.9052
O: -3.7016 -7.9388 -24.4111
C: -5.0747 -7.6873 -24.0541
C: -5.2670 -7.5244 -22.5094
C: -4.0956 -7.8673 -27.0707
H: -5.6734 -8.4993 -24.4669
H: -5.3686 -6.7516 -24.5297
H: -6.3441 -7.4123 -22.3849
H: -4.7310 -6.6295 -22.1933
H: -4.8753 -8.3945 -21.9826
H: -3.6649 -7.5806 -28.0301
H: -5.1084 -7.5006 -26.9034
H: -4.0493 -8.9492 -26.9466
O: -0.2379 -6.9422 -23.6090
S: -0.8103 -5.8035 -22.9086
O: -2.2026 -5.8215 -22.3518
O: 0.2596 -5.4672 -21.6931
C: -0.0015 -4.2454 -21.0726
C: 0.4391 -4.3437 -19.5968
C: -0.6031 -4.2746 -23.9945
H: -1.0689 -4.0322 -21.0157
H: 0.5777 -3.4727 -21.5782
H: 1.4822 -4.6530 -19.5306
H: 0.0207 -5.0888 -18.9202
H: 0.3905 -3.4065 -19.0424
H: 0.4423 -3.9891 -24.1110
H: -1.3085 -3.5233 -23.6395
H: -1.0180 -4.5341 -24.9685
O: -1.6304 -10.1804 -22.3304
S: -0.9842 -10.4129 -23.6263
O: -0.2016 -9.3635 -24.2970
O: -0.0472 -11.7760 -23.6656
C: -0.4551 -12.9132 -22.9224
C: -0.5036 -14.0969 -23.8193
C: -2.2832 -11.0202 -24.7487
H: -1.4430 -12.8912 -22.4624
H: 0.2355 -13.0712 -22.0941
H: 0.5345 -14.4251 -23.8728
H: -0.8196 -13.7419 -24.8002
H: -1.1578 -14.9190 -23.5288
H: -2.8168 -11.8747 -24.3327
H: -1.8432 -11.3172 -25.7008
H: -2.9937 -10.2318 -24.9973
O: -1.6203 -9.9280 -28.0074
S: -0.2295 -9.4786 -28.0348
O: 0.4993 -9.1367 -26.8160
O: 0.7373 -10.5329 -28.8610
C: 0.2398 -11.3209 -29.9380
C: 1.0012 -12.5952 -30.0535
C: -0.0871 -8.0663 -29.1641
H: 0.3868 -10.7353 -30.8455
H: -0.8225 -11.5105 -29.7841
H: 1.0776 -13.1632 -29.1263
H: 1.9903 -12.2453 -30.3491
H: 0.7136 -13.2974 -30.8361
H: -0.7938 -7.3207 -28.7996
H: -0.4505 -8.4219 -30.1283
H: 0.9232 -7.6719 -29.2725

These are the Mulliken partial charges, in e, on atoms 1 to 5: 2.438, 0.485, -0.635, -0.485, -0.581